[1]
{
  "formula": "C37H38ClN2O6STi",
  "method": "ωB97M-V with the def2-TZVPD basis set",
  "species": ["Ti", "C", "C", "C", "C", "C", "C", "C", "C", "C", "C", "C", "C", "H", "H", "H", "H", "H", "H", "H", "H", "H", "H", "H", "H", "H", "H", "H", "H", "H", "H", "C", "C", "O", "C", "C", "C", "C", "C", "C", "O", "H", "H", "H", "H", "H", "H", "H", "O", "S", "O", "N", "C", "C", "C", "C", "C", "C", "C", "C", "N", "C", "C", "C", "C", "C", "C", "C", "H", "H", "H", "H", "H", "H", "H", "H", "H", "H", "H", "Cl", "C", "C", "O", "O", "H", "H"],
  "xyz": [[-0.0859, -0.1843, 0.2739], [4.6656, -2.1090, 1.0556], [3.5740, -2.4436, 0.0640], [3.5015, -1.8009, -1.1764], [4.6326, -0.9300, -1.6745], [2.3822, -1.9953, -1.9923], [2.2220, -1.1682, -3.2476], [1.4355, -2.9720, -1.6588], [0.3443, -3.3177, -2.6495], [1.5441, -3.6668, -0.4520], [0.5340, -4.7138, -0.0555], [2.5914, -3.3701, 0.4250], [2.6494, -4.0216, 1.7841], [4.2267, -1.9323, 2.0378], [5.2055, -1.2063, 0.7806], [5.3910, -2.9233, 1.1467], [4.4454, 0.1323, -1.4867], [4.7573, -1.0596, -2.7494], [5.5748, -1.2009, -1.2035], [2.6773, -1.6512, -4.1188], [2.6835, -0.1910, -3.1186], [1.1692, -0.9898, -3.4603], [-0.5782, -2.7887, -2.4009], [0.1402, -4.3866, -2.6493], [0.6352, -3.0471, -3.6620], [0.1047, -4.4663, 0.9134], [1.0012, -5.6992, 0.0260], [-0.2877, -4.7841, -0.7615], [2.1462, -4.9851, 1.7973], [2.1513, -3.3754, 2.5153], [3.6758, -4.1737, 2.1138], [-3.0374, -0.9382, -2.5302], [-1.8304, -0.2669, -1.9371], [-1.2518, -0.8658, -0.9369], [-1.3485, 0.9771, -2.4300], [-2.0609, 1.7398, -3.3805], [-1.5840, 2.9496, -3.8371], [-0.3588, 3.4326, -3.3803], [0.3819, 2.6946, -2.4697], [-0.0853, 1.4792, -1.9660], [0.6528, 0.8045, -1.0969], [-3.1894, -1.8830, -2.0131], [-2.9144, -1.1124, -3.6024], [-3.9252, -0.3191, -2.3746], [-3.0162, 1.3725, -3.7333], [-2.1603, 3.5229, -4.5532], [0.0198, 4.3832, -3.7345], [1.3455, 3.0469, -2.1220], [-3.3221, 0.4611, 2.8860], [-2.9310, 0.6213, 1.5074], [-3.3127, -0.4554, 0.6287], [-1.3560, 0.9111, 1.3016], [-0.7235, 1.8118, 2.1934], [-1.3656, 2.7366, 3.0157], [-0.6082, 3.6115, 3.7862], [0.7710, 3.5881, 3.7560], [1.4509, 2.6491, 2.9622], [2.8645, 2.5364, 2.8883], [3.4146, 1.5905, 2.0272], [2.6014, 0.7741, 1.2738], [1.2445, 0.8109, 1.3536], [0.6824, 1.7528, 2.1793], [-3.7795, 2.0580, 0.8698], [-3.1938, 2.8235, -0.1272], [-3.9167, 3.8588, -0.6983], [-5.2100, 4.1214, -0.2671], [-5.7835, 3.3585, 0.7433], [-5.0649, 2.3217, 1.3167], [-2.4432, 2.7735, 3.0551], [-1.1167, 4.3262, 4.4227], [1.3467, 4.2852, 4.3538], [3.4918, 3.1800, 3.4915], [4.4892, 1.4792, 1.9481], [2.9970, 0.0592, 0.5680], [-2.1815, 2.6051, -0.4405], [-3.4721, 4.4555, -1.4841], [-5.7783, 4.9257, -0.7179], [-6.7910, 3.5668, 1.0796], [-5.4740, 1.7132, 2.1134], [-1.4010, -3.9383, 3.2772], [-1.7905, -2.3322, 2.6120], [-0.4715, -1.5947, 2.3537], [0.0594, -0.9811, 3.2563], [0.0489, -1.7912, 1.1630], [-2.3820, -1.8009, 3.3453], [-2.3405, -2.4687, 1.6884]],
  "lowdin_spin": [0.457, 0.002, 0.001, 0.000, 0.001, 0.000, 0.000, 0.000, 0.000, 0.000, 0.000, 0.000, 0.000, 0.001, 0.000, 0.000, 0.001, 0.000, 0.000, 0.000, 0.000, 0.000, 0.000, 0.000, 0.000, 0.000, 0.000, 0.000, 0.000, 0.000, 0.000, 0.040, 0.289, 0.027, 0.017, 0.076, -0.003, 0.089, -0.004, 0.067, 0.038, 0.000, 0.011, 0.013, 0.006, -0.003, 0.007, -0.002, 0.000, 0.000, 0.004, -0.001, 0.031, 0.062, 0.022, 0.060, 0.019, 0.243, 0.037, 0.172, 0.135, 0.033, 0.000, 0.001, 0.000, 0.000, 0.000, 0.000, 0.004, 0.000, 0.002, 0.016, -0.004, 0.012, 0.000, 0.000, 0.000, 0.000, 0.000, 0.000, 0.000, 0.003, 0.009, 0.008, 0.000, 0.000],
  "spin_multiplicity": 3,
  "total_charge": -1,
  "homo_energy_ev": [-2.236, -4.882],
  "total_energy_ev": -100729.5631
}

***

[2]
{
  "formula": "C31H38AsClN6O3RuS2SeSi",
  "method": "ωB97M-V with the def2-TZVPD basis set",
  "species": ["Ru", "C", "N", "C", "C", "N", "C", "S", "C", "C", "C", "C", "C", "N", "H", "H", "H", "H", "H", "H", "H", "H", "H", "C", "As", "C", "C", "S", "H", "H", "H", "H", "H", "H", "H", "H", "H", "Se", "N", "C", "C", "C", "C", "N", "C", "N", "H", "H", "H", "C", "Si", "C", "C", "C", "C", "H", "H", "H", "H", "H", "H", "H", "H", "H", "C", "C", "C", "C", "Cl", "C", "C", "C", "O", "C", "C", "O", "O", "H", "H", "H", "H", "H", "H", "H", "H"],
  "xyz": [[-0.3006, 0.6362, -0.2476], [0.1744, -0.3039, 5.1403], [-0.9258, -0.6996, 4.3082], [-2.0299, -1.4047, 4.6988], [-2.8174, -1.5636, 3.6157], [-2.1931, -0.9508, 2.5420], [-1.0285, -0.3960, 2.9928], [0.1610, 0.5438, 2.2450], [-2.8014, -0.8473, 1.2811], [-3.7123, -1.8162, 0.8584], [-4.4476, -1.5684, -0.2866], [-4.2860, -0.3536, -0.9433], [-3.3074, 0.5145, -0.4957], [-2.5515, 0.2558, 0.5758], [-0.0834, -0.4922, 6.1792], [0.3831, 0.7573, 4.9928], [1.0683, -0.8714, 4.8744], [-2.1855, -1.7151, 5.7113], [-3.7915, -1.9938, 3.5362], [-3.8533, -2.7324, 1.4112], [-5.1485, -2.3023, -0.6524], [-4.9011, -0.0870, -1.7857], [-3.1200, 1.4752, -0.9638], [3.5173, -2.2846, -0.8554], [1.6887, -2.3771, -1.5363], [1.6903, -1.7358, -3.3745], [1.3885, -4.2801, -1.8416], [0.3008, -1.8824, 0.0017], [4.1343, -1.7390, -1.5677], [3.9098, -3.2918, -0.7136], [3.5316, -1.7585, 0.0993], [2.5861, -2.1625, -3.8277], [1.7478, -0.6520, -3.4135], [0.8062, -2.0994, -3.9020], [2.2038, -4.6866, -2.4428], [0.4470, -4.4255, -2.3762], [1.3328, -4.8193, -0.8963], [-2.2154, -1.9595, -3.1900], [-1.7330, -1.0459, -4.6403], [-1.0875, 0.0625, -4.2884], [-0.5226, 1.0435, -5.1037], [0.1119, 2.1162, -4.4836], [0.1838, 2.2157, -3.1056], [-0.3493, 1.2783, -2.3055], [-0.9536, 0.2361, -2.8690], [-1.4693, -0.7207, -2.0962], [-0.5795, 0.9526, -6.1751], [0.5658, 2.8823, -5.0927], [0.6723, 3.0404, -2.6061], [-0.2171, 5.5908, 2.4422], [-1.0146, 5.4705, 0.7095], [0.0860, 6.1847, -0.6765], [-2.7039, 6.3537, 0.7620], [-1.1426, 3.6408, 0.3660], [-0.9375, 2.4664, 0.1243], [0.0432, 6.6140, 2.6951], [0.6819, 4.9854, 2.4967], [-0.9106, 5.2300, 3.1956], [0.3772, 7.2124, -0.4781], [-0.4320, 6.1691, -1.6318], [0.9910, 5.5930, -0.7788], [-2.5441, 7.4108, 0.9530], [-3.3344, 5.9700, 1.5581], [-3.2528, 6.2642, -0.1695], [4.4766, 5.6380, 0.1063], [4.2337, 4.6619, 1.2095], [4.1486, 5.0728, 2.5237], [3.9017, 4.1569, 3.5388], [3.8060, 4.6917, 5.1686], [3.7261, 2.8104, 3.2495], [3.8303, 2.3783, 1.9440], [4.0863, 3.2860, 0.9141], [4.2573, 2.9507, -0.3850], [4.0187, 1.6372, -0.8061], [2.5205, 1.2493, -0.6835], [1.7820, 1.9981, -0.0405], [2.1462, 0.1967, -1.2522], [4.4931, 6.6573, 0.4800], [3.6933, 5.5434, -0.6421], [5.4259, 5.4267, -0.3816], [4.2744, 6.1171, 2.7652], [3.5150, 2.1058, 4.0382], [3.7005, 1.3279, 1.7385], [4.6284, 0.9043, -0.2593], [4.2994, 1.5975, -1.8620]],
  "lowdin_spin": [0.914, -0.001, 0.000, 0.000, 0.000, 0.000, -0.002, -0.023, 0.000, 0.001, -0.002, 0.001, -0.002, 0.006, 0.000, 0.000, 0.000, 0.000, 0.000, 0.000, 0.000, 0.000, 0.000, 0.001, 0.001, 0.000, 0.001, 0.007, 0.000, 0.000, 0.000, 0.000, 0.000, 0.000, 0.000, 0.000, 0.000, 0.009, 0.004, 0.000, -0.002, 0.000, -0.002, 0.000, 0.002, 0.035, 0.000, 0.000, 0.000, 0.002, 0.009, 0.001, 0.002, 0.059, -0.026, 0.000, 0.000, 0.000, 0.000, 0.000, 0.000, 0.000, 0.000, 0.000, 0.000, 0.000, 0.000, 0.000, 0.000, 0.000, 0.000, 0.000, 0.000, -0.001, 0.002, -0.016, 0.024, 0.000, 0.000, 0.000, 0.000, 0.000, 0.000, 0.000, 0.000],
  "spin_multiplicity": 2,
  "total_charge": 1,
  "homo_energy_ev": -9.590,
  "total_energy_ev": -218677.1995
}

***

[3]
{
  "formula": "C27H67NO13",
  "method": "ωB97M-V with the def2-TZVPD basis set",
  "species": ["C", "N", "C", "C", "O", "H", "H", "H", "H", "H", "H", "H", "C", "O", "C", "C", "O", "C", "H", "H", "H", "H", "H", "H", "H", "H", "H", "H", "C", "O", "C", "C", "O", "C", "H", "H", "H", "H", "H", "H", "H", "H", "H", "H", "C", "O", "C", "C", "O", "C", "H", "H", "H", "H", "H", "H", "H", "H", "H", "H", "C", "O", "C", "C", "O", "C", "H", "H", "H", "H", "H", "H", "H", "H", "H", "H", "C", "O", "C", "C", "O", "C", "H", "H", "H", "H", "H", "H", "H", "H", "H", "H", "C", "O", "C", "C", "O", "C", "H", "H", "H", "H", "H", "H", "H", "H", "H", "H"],
  "xyz": [[-2.1909, 16.7649, -6.7222], [-0.8929, 17.2940, -7.0040], [0.1551, 17.0640, -6.1417], [1.5127, 17.6465, -6.4158], [0.1434, 16.3449, -5.1725], [-2.8039, 17.6502, -6.5533], [-2.2407, 16.0545, -5.8969], [-2.4144, 16.1433, -7.5892], [-0.9492, 18.0202, -7.7037], [2.0564, 17.0974, -7.1846], [2.0574, 17.5680, -5.4749], [1.4037, 18.6823, -6.7373], [-4.7183, 14.2133, -9.5500], [-4.3043, 15.3905, -10.2860], [-5.2880, 15.9050, -11.1909], [-4.6697, 17.1760, -11.7871], [-5.6296, 18.1353, -12.2196], [-5.0790, 19.3295, -12.6188], [-4.7015, 13.3517, -10.2174], [-5.6842, 14.3986, -9.0802], [-3.9819, 14.1615, -8.7480], [-6.2163, 16.2765, -10.7569], [-5.5759, 15.1807, -11.9529], [-4.0799, 16.8337, -12.6374], [-3.9907, 17.5728, -11.0324], [-4.5382, 19.2731, -13.5636], [-4.6834, 19.8458, -11.7442], [-5.9715, 19.8928, -12.8910], [-0.4577, 16.1842, -10.2937], [-0.4704, 17.5516, -10.5143], [0.8113, 18.1656, -10.2178], [0.8100, 19.6563, -9.7728], [-0.0318, 19.8832, -8.6066], [-1.2897, 20.5899, -8.7881], [0.0625, 15.8493, -9.3962], [0.1184, 15.7514, -11.1115], [-1.4164, 15.6660, -10.3123], [1.3524, 18.0877, -11.1608], [1.3116, 17.6659, -9.3883], [0.6709, 20.3875, -10.5692], [1.8109, 19.9424, -9.4498], [-2.0863, 19.9418, -9.1533], [-1.0726, 21.4249, -9.4543], [-1.6410, 21.1390, -7.9145], [2.1082, 12.7529, -10.3873], [3.4044, 13.2382, -10.7412], [3.8212, 14.3237, -9.9532], [3.9482, 14.1650, -8.4468], [2.7180, 14.5653, -7.7218], [2.7932, 14.4852, -6.3194], [2.1418, 11.8189, -9.8263], [1.6930, 12.6079, -11.3846], [1.4032, 13.4196, -9.8907], [3.1682, 15.1662, -10.1806], [4.7555, 14.7516, -10.3168], [4.8285, 14.7033, -8.0956], [4.1143, 13.1159, -8.2020], [1.7785, 14.4927, -5.9214], [3.2717, 15.4423, -6.1121], [3.4000, 13.6280, -6.0277], [-0.2244, 13.0083, 1.3046], [-1.0873, 13.8393, 0.4898], [-0.9735, 15.2465, 0.7301], [-1.8580, 15.9103, -0.4340], [-1.0509, 17.0197, -0.9135], [-1.0017, 17.2626, -2.2446], [0.8087, 13.2513, 1.0564], [-0.3753, 11.9290, 1.2834], [-0.2872, 13.2683, 2.3613], [0.0767, 15.5383, 0.7300], [-1.3342, 15.4318, 1.7419], [-2.7514, 16.3672, -0.0084], [-2.0346, 15.2635, -1.2934], [-0.4042, 18.1468, -2.4664], [-2.0199, 17.4495, -2.5858], [-0.6136, 16.4203, -2.8173], [2.0891, 21.4030, 1.8276], [1.8216, 20.6268, 0.6492], [2.3171, 19.2537, 0.6970], [2.2397, 18.5295, -0.6318], [3.1809, 18.9957, -1.5762], [2.9601, 18.6472, -2.9226], [1.5293, 21.0359, 2.6878], [1.8088, 22.4523, 1.7352], [3.1655, 21.3774, 1.9972], [1.8703, 18.6880, 1.5145], [3.3563, 19.1787, 1.0172], [1.2635, 18.8231, -1.0176], [2.3729, 17.4552, -0.5040], [1.9103, 18.8947, -3.0794], [3.2523, 17.6409, -3.2228], [3.4524, 19.3542, -3.5904], [1.8890, 14.7865, -2.8314], [2.3715, 14.4855, -1.5223], [3.7396, 14.8194, -1.4691], [4.4272, 14.2901, -0.2220], [5.8236, 14.5412, -0.3938], [6.6054, 14.2029, 0.7153], [0.8184, 14.5991, -2.9141], [2.4625, 14.1130, -3.4683], [1.9162, 15.8052, -3.2181], [3.8721, 15.8957, -1.3581], [4.2920, 14.4752, -2.3435], [4.2266, 13.2257, -0.1000], [4.1271, 14.8045, 0.6909], [7.6889, 14.2757, 0.6222], [6.2517, 13.2204, 1.0279], [6.3794, 14.8440, 1.5674]],
  "mulliken_charge": [-1.159, 0.349, 0.838, -0.403, -0.592, 0.364, 0.333, 0.295, -0.126, -0.118, -0.223, 0.486, -0.783, -0.157, -0.563, -0.109, -0.378, -0.716, 0.301, 0.350, 0.194, 0.341, 0.319, 0.256, 0.113, 0.296, 0.278, 0.287, -0.606, -0.358, 0.246, -1.047, -0.242, -0.639, 0.088, 0.422, 0.268, 0.538, -0.256, 0.528, 0.292, 0.117, 0.383, 0.260, -0.560, -0.429, -0.404, -0.614, -0.192, -0.988, 0.284, 0.289, 0.134, 0.143, 0.394, 0.476, 0.400, 0.237, 0.361, 0.448, -0.617, -0.364, -0.192, -0.572, -0.337, -0.746, 0.131, 0.289, 0.335, 0.166, 0.395, 0.190, 0.424, 0.197, 0.508, 0.201, -0.733, -0.340, -0.963, 0.574, -0.471, -0.470, 0.291, 0.250, 0.309, 0.427, 0.379, 0.061, -0.083, 0.324, 0.084, 0.359, -0.676, -0.357, -0.134, -0.776, -0.340, -0.733, 0.274, 0.511, 0.166, 0.043, 0.342, 0.419, 0.352, 0.262, 0.302, 0.291],
  "smiles": "CNC(C)=O.COCCOC.COCCOC.COCCOC.COCCOC.COCCOC.COCCOC",
  "total_charge": 0,
  "homo_energy_ev": -9.068,
  "total_energy_ev": -57182.8180
}